58
Properties=species:S:1:pos:R:3 method="wB97M-V/def2-TZVPD" gap_ev=4.79 e_above_lowest_kj_mol=0.00 energy_ev=-95148.5497 homo_energy_ha=-0.4134 lumo_ev=-6.5 total_charge=+1
C -0.2008 -1.9814 3.4183
C -0.1647 -2.3315 1.9285
C 1.0090 -1.7338 1.1400
C 0.9122 -1.9982 -0.3756
Sn 0.4363 -0.2919 -1.6631
C 2.0092 -0.1346 -3.1695
C 3.4133 0.2283 -2.6466
C 4.3717 0.7185 -3.7419
C 5.7519 1.2032 -3.2890
C -1.7627 -0.0660 -1.7739
C -2.3200 0.2238 -0.3665
C -3.5043 1.1943 -0.2371
C -3.1779 2.6571 -0.5508
H -0.9943 -2.5563 3.9093
H 0.7328 -2.2089 3.9427
H -0.4313 -0.9182 3.5521
H -0.1404 -3.4160 1.7900
H -1.1141 -1.9968 1.4904
H 1.0842 -0.6544 1.3515
H 1.9474 -2.1800 1.5132
H 1.8623 -2.3727 -0.7710
H 0.1248 -2.7160 -0.6269
H 2.0129 -1.1249 -3.6377
H 1.6209 0.6068 -3.8792
H 3.3414 0.9855 -1.8548
H 3.8543 -0.6670 -2.1854
H 4.5065 -0.1058 -4.4495
H 3.8919 1.5266 -4.3034
H 6.3634 1.4271 -4.1684
H 5.6919 2.1236 -2.7002
H 6.2932 0.4567 -2.7026
H -1.9787 0.7083 -2.5323
H -2.1038 -1.0531 -2.1335
H -2.6322 -0.7424 0.0587
H -1.5138 0.5977 0.2806
H -4.3359 0.8440 -0.8613
H -3.8459 1.1373 0.8059
H -4.0390 3.2942 -0.3144
H -2.3348 3.0094 0.0579
H -2.9419 2.8108 -1.6088
C 1.8011 5.9506 4.0280
C 2.6419 6.3602 2.8134
C 2.8609 5.1672 1.8412
C 3.1574 3.9177 2.5331
C 2.6415 3.5490 3.8443
C 2.4322 4.7731 4.7803
Br 0.9807 1.7798 -0.4237
H 1.7251 6.8084 4.7117
H 0.7753 5.7003 3.7133
H 2.1815 7.2057 2.2859
H 3.6366 6.6879 3.1502
H 1.9648 5.0478 1.1918
H 3.6856 5.4052 1.1432
H 3.6180 3.1287 1.9433
H 1.6797 3.0033 3.7425
H 3.3331 2.8294 4.3190
H 3.4225 5.0654 5.1607
H 1.8216 4.4911 5.6479